The following is a DFT calculation (the ωB97M-V functional and the def2-TZVPD basis) of H22O19S2V as an isolated structure.

As for the multiplicity: 4. Its highest occupied orbital energy (alpha / beta) is -0.0193 / -0.0193 Ha. As for the gap between HOMO and LUMO (alpha / beta): 3.57 / 3.49 eV. As for the net charge: -2. Its expectation value of S² is 3.7557.

XYZ file:
```
44
Properties=species:S:1:pos:R:3:nbo_charge:R:1
V 5.2450 10.7820 12.6610 1.442
S 8.2930 11.8500 12.1620 2.783
O 8.8590 10.9050 11.2710 -1.045
O 9.2320 12.1390 13.2060 -1.092
O 8.0520 13.0470 11.3780 -1.068
O 7.1350 11.3420 12.8470 -1.077
S 5.3420 11.1350 9.2270 2.638
O 5.2700 11.2230 10.6840 -1.150
O 6.5550 10.4080 8.8690 -1.077
O 4.3040 10.2710 8.8180 -1.121
O 5.3240 12.4130 8.5490 -1.053
O 6.2060 8.8740 12.2490 -0.940
H 7.0200 8.7350 12.7870 0.510
H 5.9980 8.0060 11.8630 0.513
O 11.6880 12.5370 13.6650 -0.984
H 11.7270 13.4430 14.0130 0.444
H 10.7300 12.3330 13.4730 0.494
O 8.8220 9.0810 9.8080 -0.954
H 8.9370 9.8970 10.3750 0.484
H 9.0110 8.4130 10.4680 0.402
O 6.6180 14.2260 14.7400 -0.997
H 6.0650 14.2220 13.9600 0.473
H 7.5290 14.0970 14.5530 0.502
O 5.2500 10.6570 14.8250 -0.930
H 5.4240 9.7370 15.0100 0.492
H 4.9660 11.0280 15.6720 0.515
O 11.5360 10.7680 11.5490 -0.952
H 10.6290 10.7490 11.2650 0.493
H 11.7670 9.8070 11.7580 0.440
O 8.1730 13.0260 8.9660 -0.959
H 8.0450 13.0960 9.9410 0.474
H 9.1360 13.0970 8.8370 0.432
O 9.6510 14.9720 11.6470 -0.978
H 8.9140 14.3580 11.5940 0.490
H 9.5050 15.4780 10.8940 0.450
O 9.3370 14.0880 14.7020 -1.006
H 9.9680 14.8400 14.6540 0.479
H 9.3550 13.4250 14.0350 0.498
O 6.0880 14.9960 11.2680 -0.998
H 5.8230 15.2060 10.4030 0.475
H 6.7080 14.2370 11.2400 0.505
O 9.4350 10.3860 15.0280 -1.001
H 9.4310 11.1470 14.4160 0.500
H 10.2730 9.9210 14.8630 0.457
```

The following is a DFT calculation (the ωB97M-V functional and the def2-TZVPD basis) of a 5-piece molecular cluster, C36H84FN6O8 overall.

Its highest occupied orbital energy is -0.3700 Ha. As for the gap between HOMO and LUMO: 5.50 eV. As for the net charge: +1.

XYZ file:
```
135
Properties=species:S:1:pos:R:3:mulliken_charge:R:1
C -3.9147 2.1982 0.8808 -0.727
C -2.6168 3.2446 0.9250 -0.161
C -1.6966 3.0312 -0.4150 -0.756
C -0.0875 2.8838 -0.1389 -0.508
C 0.7328 4.0672 0.6449 -0.348
N 1.3240 3.6012 1.8259 0.171
C 0.9392 2.1459 1.9779 -0.214
C 1.7377 1.1916 3.0555 0.444
C 2.2736 2.0316 4.3986 -1.218
F 0.7014 0.2374 3.6018 -0.366
C 0.5226 1.5033 0.5013 0.855
C 1.7210 0.9003 -0.4479 -0.428
C 1.2489 -0.4842 -1.2587 -0.360
C -0.0221 -0.1453 -2.2833 -0.371
N -1.2272 -0.8994 -1.6872 -0.481
H -4.8987 2.6842 1.3407 0.347
H -4.1627 1.8551 -0.2248 0.250
H -3.6881 1.1965 1.4802 0.003
H -2.0698 3.0548 1.9421 0.100
H -3.0816 4.3327 0.9956 0.388
H -2.1032 2.0942 -0.9932 0.189
H -1.9093 3.9711 -1.1190 0.397
H 0.3493 2.9660 -1.2448 0.514
H 0.8902 5.1759 0.2957 0.370
H 1.9167 4.2146 2.4449 0.304
H -0.1267 2.2404 2.5033 -0.062
H 2.5683 0.5223 2.5744 0.189
H 2.7179 3.0827 4.1288 0.295
H 1.3584 2.1469 5.1551 0.343
H 3.0655 1.3107 4.9055 0.328
H -0.4268 0.8261 0.5993 0.183
H 2.0836 1.6444 -1.2984 0.339
H 2.6900 0.7025 0.2182 -0.265
H 0.9303 -1.3189 -0.4963 0.347
H 2.1445 -0.7839 -1.9593 0.043
H -0.2314 1.0225 -2.3256 0.104
H 0.1864 -0.5068 -3.3911 0.392
H -2.0859 -0.5845 -2.1903 0.219
H -1.0775 -1.9171 -1.8730 0.235
C -3.1746 -3.7500 0.1927 -0.231
O -2.5190 -3.7550 1.4545 -0.389
C -2.4596 -2.4651 2.0732 -0.585
C -3.4014 -2.3949 3.2857 -0.500
N -4.8100 -2.3952 2.8711 -0.067
C -5.7545 -2.6254 3.9717 -0.660
C -5.6473 -3.9598 4.7391 -0.609
O -6.0152 -5.1082 3.9720 -0.439
C -4.9887 -5.6077 3.1263 -0.515
H -2.9825 -4.7092 -0.2949 0.273
H -4.2544 -3.6446 0.3150 0.232
H -2.7908 -2.9520 -0.4515 -0.093
H -2.6575 -1.6549 1.3610 0.298
H -1.4317 -2.3413 2.4291 0.333
H -3.1943 -1.4816 3.8524 0.405
H -3.1770 -3.2535 3.9261 0.230
H -4.9517 -3.1233 2.1760 0.030
H -6.7572 -2.5681 3.5365 0.314
H -5.6769 -1.7951 4.6822 0.445
H -6.3695 -3.9137 5.5630 0.388
H -4.6699 -4.1019 5.2111 0.366
H -3.9914 -5.4780 3.5562 0.277
H -5.0520 -5.1410 2.1429 0.174
H -5.1610 -6.6778 2.9778 0.320
C -11.4251 3.0064 -0.0342 -0.701
O -11.3352 2.3503 1.2241 -0.329
C -11.3118 0.9222 1.1239 -0.819
C -9.9173 0.3716 1.4621 -0.134
N -8.9429 0.6996 0.4138 -0.344
C -7.5468 0.4654 0.8044 -0.762
C -6.9984 1.2582 2.0093 -0.194
O -6.8639 2.6616 1.7753 -0.460
C -8.0634 3.4054 1.9377 -0.649
H -11.6551 4.0596 0.1464 0.232
H -10.4744 2.9563 -0.5687 0.291
H -12.2238 2.5789 -0.6493 0.337
H -11.6580 0.5702 0.1445 0.408
H -12.0189 0.5493 1.8720 0.396
H -9.9743 -0.7160 1.5715 0.372
H -9.6207 0.7976 2.4255 0.153
H -9.0406 1.6802 0.1642 0.107
H -6.9350 0.7151 -0.0681 0.375
H -7.4064 -0.6059 0.9852 0.336
H -5.9814 0.8932 2.1960 0.144
H -7.5545 1.0675 2.9328 0.321
H -8.7084 2.9952 2.7200 0.277
H -8.5964 3.4705 0.9887 0.219
H -7.7941 4.4283 2.2174 0.338
C 7.9598 1.9056 -2.2901 -0.526
O 8.6154 1.9005 -1.0283 -0.332
C 8.6747 3.1904 -0.4096 -0.818
C 7.7330 3.2607 0.8029 -0.157
N 6.3244 3.2603 0.3883 -0.261
C 5.3799 3.0301 1.4889 -0.569
C 5.4870 1.6957 2.2562 -0.343
O 5.1191 0.5474 1.4892 -0.417
C 6.1456 0.0479 0.6435 -0.364
H 8.1518 0.9463 -2.7777 0.109
H 6.8800 2.0109 -2.1679 0.225
H 8.3435 2.7036 -2.9344 0.360
H 8.4768 4.0006 -1.1219 0.394
H 9.7026 3.3142 -0.0537 0.409
H 7.9400 4.1739 1.3696 0.387
H 7.9573 2.4021 1.4433 0.170
H 6.1827 2.5322 -0.3069 -0.003
H 4.3772 3.0874 1.0537 0.247
H 5.4574 3.8604 2.1993 0.428
H 4.7649 1.7418 3.0801 -0.011
H 6.4644 1.5536 2.7283 0.446
H 7.1430 0.1775 1.0734 0.371
H 6.0824 0.5145 -0.3399 -0.033
H 5.9733 -1.0223 0.4950 0.279
C 5.6333 -1.6759 -2.9810 -0.704
O 6.9564 -1.6298 -3.4995 -0.261
C 7.7185 -2.8111 -3.2278 -0.856
C 7.9341 -3.6314 -4.5095 -0.219
N 6.6844 -4.2539 -4.9641 -0.318
C 6.7524 -4.8007 -6.3252 -0.670
C 7.0571 -3.8192 -7.4762 -0.473
O 6.0133 -2.8781 -7.7357 -0.434
C 6.0134 -1.7443 -6.8796 -0.481
H 5.2086 -0.6704 -3.0408 0.185
H 5.0049 -2.3426 -3.5748 0.404
H 5.6279 -1.9913 -1.9324 0.262
H 7.2716 -3.4178 -2.4308 0.380
H 8.6955 -2.4716 -2.8690 0.400
H 8.6757 -4.4134 -4.3184 0.427
H 8.3381 -2.9545 -5.2686 0.147
H 5.9399 -3.5620 -4.9387 0.043
H 5.7784 -5.2590 -6.5240 0.367
H 7.4867 -5.6135 -6.3422 0.391
H 7.1470 -4.4171 -8.3909 0.348
H 8.0202 -3.3122 -7.3592 0.344
H 7.0223 -1.4423 -6.5841 0.264
H 5.3924 -1.9348 -6.0039 0.120
H 5.5507 -0.9117 -7.4177 0.348
```

The following is a DFT calculation (the ωB97M-V functional and the def2-TZVPD basis) of C4H7CaN2O2PS as an isolated structure.

Its highest occupied orbital energy is -0.5592 Ha. As for the gap between HOMO and LUMO: 4.92 eV. As for the net charge: +2.

XYZ file:
```
18
Properties=species:S:1:pos:R:3:nbo_charge:R:1
C 1.7447 -1.5206 0.5061 -0.994
P 1.7284 0.3268 0.8717 1.032
C 2.2628 1.3604 -0.6084 -0.972
O 0.2121 0.8571 1.5599 -0.600
C -0.8452 0.7543 0.6931 0.909
O -0.8891 1.2219 -0.5227 -0.804
N -2.1116 0.0914 1.2086 -0.452
N -3.2017 0.5598 0.4592 -0.236
C -3.6697 -0.3647 -0.3857 0.117
S -3.8807 -1.3084 -1.7850 0.146
H 1.8346 -1.7713 -0.6081 0.234
H 2.6501 -2.0179 0.9904 0.319
H 0.8173 -2.0753 0.8837 0.244
H 1.4972 2.1913 -0.7924 0.265
H 3.2409 1.8891 -0.3813 0.309
H 2.3023 0.7700 -1.5854 0.240
H -2.0303 -0.9362 1.1924 0.408
Ca -1.6620 -0.0276 -1.6959 1.835
```

The following is a DFT calculation (the ωB97M-V functional and the def2-TZVPD basis) of a 7-piece molecular cluster, C44H44BFN8O18 overall.

Its structure (SMILES) is CN(C)C(=O)CN(CC(=O)F)C(=O)OCB(O)O.O=[N+]([O-])c1ccccc1.O=[N+]([O-])c1ccccc1.O=[N+]([O-])c1ccccc1.O=[N+]([O-])c1ccccc1.O=[N+]([O-])c1ccccc1.O=[N+]([O-])c1ccccc1. Its highest occupied orbital energy is -0.3267 Ha. As for the gap between HOMO and LUMO: 7.89 eV. As for the net charge: 0.

XYZ file:
```
116
Properties=species:S:1:pos:R:3:mulliken_charge:R:1
C -4.9128 0.2675 6.0991 -0.774
N -4.1953 0.9032 4.9642 0.151
C -4.4065 2.3863 5.0257 -0.867
C -2.7340 0.7716 5.1286 0.397
O -2.2504 1.0687 6.1742 -0.596
C -1.9619 0.3056 3.8642 0.000
N -1.0769 -0.8469 4.0025 0.518
C -1.6994 -2.1548 3.8678 -0.490
C -2.8019 -2.5201 4.8955 0.554
O -2.6213 -3.0024 5.9207 -0.377
F -4.1115 -2.2907 4.5333 -0.266
C -0.0931 -0.7500 5.0385 0.055
O -0.3011 -1.1289 6.1384 -0.525
O 1.0543 -0.1450 4.6413 -0.210
C 2.0943 -0.2625 5.6373 -0.439
B 2.0923 0.9934 6.6652 0.701
O 2.1306 2.2877 6.1001 -0.562
O 2.0158 0.7573 8.0365 -0.561
H -5.4465 1.0176 6.7248 0.306
H -4.2731 -0.4075 6.6966 0.274
H -5.7227 -0.3713 5.6721 0.288
H -5.3148 2.7042 4.4828 0.294
H -4.3665 2.7595 6.0746 0.434
H -3.5294 2.8560 4.5176 0.204
H -2.7007 0.0807 3.0648 0.105
H -1.3941 1.1923 3.4954 -0.466
H -0.9012 -2.9198 3.9795 0.370
H -2.0645 -2.2574 2.8235 0.395
H 2.1409 -1.2408 6.1489 0.269
H 3.0591 -0.1639 5.0760 0.168
H 1.2131 2.6083 6.1775 0.309
H 2.8456 1.0107 8.4720 0.301
O -2.6221 2.7109 1.7148 -0.543
N -2.3443 3.6484 0.9790 1.036
O -3.1644 4.3935 0.4807 -0.613
C -0.9287 3.8797 0.6781 -0.103
C 0.0266 3.0227 1.2057 -0.116
C 1.3634 3.2277 0.9042 -0.685
C 1.7358 4.2839 0.0845 -0.396
C 0.7723 5.1432 -0.4317 -0.531
C -0.5680 4.9429 -0.1357 -0.486
H -0.2539 2.1970 1.8451 0.604
H 2.1161 2.5633 1.3051 0.531
H 2.7816 4.4372 -0.1534 0.458
H 1.0670 5.9679 -1.0682 0.371
H -1.3121 5.6141 -0.5432 0.481
O 4.1724 2.3042 1.0988 -0.633
N 4.2180 1.1980 0.5848 1.100
O 3.6172 0.8871 -0.4278 -0.585
C 5.0460 0.1767 1.2335 -0.046
C 5.7147 0.4877 2.4090 -0.223
C 6.4779 -0.4885 3.0306 -0.604
C 6.5702 -1.7592 2.4739 -0.403
C 5.9040 -2.0555 1.2913 -0.527
C 5.1368 -1.0846 0.6665 -0.279
H 5.6476 1.4743 2.8477 0.498
H 6.9998 -0.2608 3.9516 0.409
H 7.1633 -2.5218 2.9648 0.398
H 5.9794 -3.0446 0.8577 0.435
H 4.6198 -1.3259 -0.2509 0.504
O -6.7289 -2.5927 -2.5578 -0.620
N -7.0012 -1.4117 -2.4439 1.092
O -7.9629 -0.8725 -2.9652 -0.620
C -6.1111 -0.5796 -1.6272 -0.087
C -4.9874 -1.1504 -1.0488 -0.422
C -4.1362 -0.3556 -0.2962 -0.646
C -4.4142 0.9953 -0.1238 0.077
C -5.5483 1.5536 -0.6997 -0.661
C -6.4028 0.7656 -1.4562 -0.199
H -4.7641 -2.2009 -1.1780 0.461
H -3.2518 -0.7886 0.1553 0.447
H -3.7438 1.6161 0.4619 0.281
H -5.7635 2.6055 -0.5606 0.456
H -7.2824 1.2086 -1.9035 0.464
O -11.3019 0.5839 2.4076 -0.607
N -10.7357 0.2492 1.3830 1.014
O -9.7332 0.7818 0.9423 -0.599
C -11.3041 -0.8718 0.6233 -0.012
C -12.4659 -1.4802 1.0734 -0.377
C -13.0118 -2.5231 0.3401 -0.422
C -12.3933 -2.9503 -0.8287 -0.390
C -11.2242 -2.3398 -1.2645 -0.445
C -10.6755 -1.2949 -0.5369 -0.284
H -12.9529 -1.1532 1.9821 0.433
H -13.9221 -3.0021 0.6778 0.369
H -12.8250 -3.7618 -1.4026 0.372
H -10.7421 -2.6759 -2.1739 0.421
H -9.7662 -0.8234 -0.8860 0.525
O 6.1732 -4.1384 -3.2710 -0.603
N 5.6036 -3.1124 -2.9540 1.024
O 5.1207 -2.9033 -1.8528 -0.655
C 5.4834 -2.0537 -3.9627 0.088
C 5.9873 -2.2676 -5.2373 -0.627
C 5.8517 -1.2741 -6.1957 -0.310
C 5.2204 -0.0787 -5.8723 -0.519
C 4.7281 0.1289 -4.5894 -0.600
C 4.8579 -0.8612 -3.6275 -0.228
H 6.4797 -3.1954 -5.4959 0.466
H 6.2360 -1.4318 -7.1985 0.614
H 5.1112 0.6934 -6.6249 0.437
H 4.2393 1.0625 -4.3405 0.422
H 4.4686 -0.6918 -2.6320 0.468
O 7.1982 0.5274 -8.8936 -0.597
N 7.6790 -0.5897 -8.9014 1.071
O 7.0279 -1.6192 -8.9862 -0.665
C 9.1363 -0.7093 -8.7937 0.172
C 9.9047 0.4369 -8.6570 -0.323
C 11.2804 0.3185 -8.5318 -0.462
C 11.8749 -0.9370 -8.5483 -0.376
C 11.0962 -2.0778 -8.6958 -0.503
C 9.7195 -1.9671 -8.8188 -0.314
H 9.4491 1.4177 -8.6433 0.436
H 11.8904 1.2056 -8.4182 0.370
H 12.9497 -1.0267 -8.4448 0.373
H 11.5630 -3.0544 -8.7111 0.372
H 9.1194 -2.8602 -8.9302 0.436
```

Number 1: maximum force 7.2 eV/A, calculated total energy -86618.076 eV. Number 2: maximum force 5.6 eV/A, calculated total energy -66714.056 eV. Number 3: maximum force 7.6 eV/A, calculated total energy -49877.969 eV. Number 4: maximum force 3.3 eV/A, calculated total energy -98495.879 eV.